C44H38Cl2NP2SiSn as an isolated structure, computed with the ωB97M-V functional and the def2-TZVPD basis.

Properties
Orbital gap   7.667 eV
Total energy   -3860.9829 a.u.
HOMO level   -0.3722 hartree
Energy relative to the best compared isomer or geometry (same formula, charge and spin)   0.0 kJ/mol
Molar mass   860.446 Da
E_LUMO   -2.46 eV
Charge   +1

XYZ file:
```
89
Properties=species:S:1:pos:R:3:forces:R:3:lowdin_charge:R:1
N 1.22909 2.41742 -1.25651 0.07 0.69 0.15 -0.021
C -2.03330 0.20010 3.80646 0.02 0.08 -0.04 -0.092
C -3.11541 1.43524 1.17546 0.13 0.12 -0.12 -0.432
H -2.14615 0.14224 5.93665 -0.03 0.03 0.06 0.111
H -4.68100 0.61011 -0.02488 -0.13 -0.02 0.00 0.114
C 4.98667 -1.35763 -3.50109 0.04 0.01 0.07 -0.066
C -2.65081 2.56028 1.85044 -0.02 -0.11 0.10 -0.164
C -3.88158 -3.46066 -0.10317 -0.04 -0.15 -0.03 -0.086
H -5.35448 4.54702 1.50749 -0.07 0.08 -0.03 0.110
C -0.60050 -1.14007 5.19176 0.04 -0.01 0.02 -0.064
C 2.42547 2.60851 2.24471 -0.02 -0.09 0.03 -0.058
Cl 0.37630 5.65329 -0.89800 -0.06 0.26 -0.03 0.591
H -5.58166 -4.41434 0.78019 -0.04 -0.08 -0.01 0.110
H -2.84158 0.91097 3.71347 -0.04 -0.03 0.05 0.101
C 1.18097 -2.13065 -0.21722 -0.09 0.05 -0.03 -0.397
C -5.03187 -2.63900 1.83949 -0.02 0.09 0.04 -0.056
C -1.75656 -3.46221 -2.67767 0.02 0.70 0.35 -0.205
H -0.96537 -4.67497 0.27808 -0.13 -0.17 0.02 0.106
P 1.28684 -0.46618 -0.94040 0.75 -0.50 0.43 0.963
H -2.73591 -3.36870 -3.13319 -0.21 0.06 -0.15 0.027
H -1.65273 -4.47670 -2.30894 0.04 -0.18 0.21 0.028
H -0.30651 -1.48277 6.17195 0.05 -0.01 0.10 0.109
H 0.92291 3.38995 -1.22061 -0.10 -0.33 -0.07 0.015
H 5.86099 -1.59246 -4.08885 0.07 -0.06 -0.04 0.110
H 0.14171 -1.57105 1.92324 0.07 -0.11 0.05 0.072
H 1.72016 1.18084 -5.63164 -0.07 0.00 -0.11 0.111
H 6.05242 -0.10088 -2.12762 0.09 0.04 -0.02 0.115
C -0.34279 -1.19300 2.81050 -0.01 0.08 -0.03 -0.088
C 3.75586 -1.90011 -3.83832 -0.04 -0.12 -0.09 -0.064
H 4.13663 1.70903 -5.62194 0.02 0.01 -0.12 0.111
H 3.84239 2.92922 -1.54192 0.05 0.05 0.11 0.124
H 1.89928 4.04806 0.76449 -0.01 0.06 -0.11 0.080
C -5.15495 2.59078 0.65870 -0.08 0.15 -0.09 -0.060
H 2.42748 -0.73488 1.82801 -0.03 0.00 0.03 0.091
P -2.03534 -0.00370 0.99656 -0.35 -0.24 0.78 0.947
H -6.12319 2.61366 0.17786 -0.02 -0.02 0.00 0.113
H -3.11901 4.53905 2.52602 0.05 0.03 0.07 0.111
C 2.18623 1.57434 -4.74171 0.04 0.01 -0.06 -0.063
C 3.37933 2.54888 -2.44102 -0.17 0.13 -0.01 -0.036
C -2.98963 -2.39654 -0.05911 0.37 0.44 -0.49 -0.303
H -1.93781 6.07211 -0.74049 0.18 -0.09 0.13 0.038
H 2.91427 0.96376 3.52899 0.02 -0.03 0.06 0.111
C -3.17466 -1.42758 0.92536 0.00 0.07 -0.20 -0.377
C -4.89581 -3.58172 0.83129 0.00 -0.09 0.00 -0.059
C 2.32455 -2.69449 0.34240 0.05 -0.06 0.04 -0.094
H -3.78159 -4.19884 -0.88483 -0.03 -0.15 -0.06 0.099
C -3.45913 3.67447 1.97342 -0.02 0.03 0.07 -0.103
Si -1.52974 -2.18089 -1.27759 -0.07 -1.11 0.31 0.494
C 1.43347 1.76935 -3.59814 -0.28 -0.04 0.19 -0.063
C -0.04278 -4.11460 0.29974 -0.04 -0.13 -0.04 -0.081
H 3.25485 -2.14509 0.32391 0.14 -0.03 0.02 0.109
H 0.37005 1.55173 -3.59831 0.06 0.05 -0.05 0.054
H -1.65886 2.54405 2.28342 0.04 0.08 0.10 0.114
H 0.86908 -2.31600 4.16491 0.05 -0.07 0.01 0.111
C 4.12648 2.36968 -3.59007 0.02 0.18 0.01 -0.074
H 3.68262 -2.58265 -4.67218 -0.06 0.00 -0.09 0.110
C 5.09535 -0.51470 -2.40879 0.11 -0.18 0.03 -0.069
C 2.73921 -0.73290 -2.00595 -0.10 0.10 -0.18 -0.345
H 1.66386 -1.99544 -3.36306 -0.03 -0.10 -0.06 0.110
C 2.59107 1.26629 2.54423 0.04 -0.04 0.10 -0.065
C 1.08047 -4.66516 0.89130 -0.19 -0.01 -0.01 -0.053
C -0.01198 -2.85353 -0.28609 -0.31 0.60 -0.40 -0.307
C 2.63008 -1.58381 -3.09952 0.00 0.05 -0.01 -0.077
C -1.27460 5.30286 -0.34638 -0.21 0.12 0.01 -0.937
C 2.02887 2.22501 -2.43145 0.29 0.28 -0.34 -0.293
H 4.05796 0.44740 -0.80083 0.08 0.00 0.02 0.108
C -1.38825 -0.28852 2.67513 0.30 0.15 -0.19 -0.326
C -1.63644 -0.22926 5.05994 -0.03 -0.01 0.08 -0.059
H 3.15901 -4.38830 1.33306 0.12 -0.08 0.06 0.111
C -4.71691 3.68423 1.38943 -0.05 -0.02 0.00 -0.070
H -4.29252 -0.80205 2.65226 -0.04 0.00 0.05 0.109
C 2.01667 2.99671 0.98219 0.00 0.13 0.00 -0.020
Sn -1.11292 0.43126 -1.45975 -0.29 -0.39 -0.63 0.778
Cl -1.83511 3.73965 -0.94463 0.06 0.23 -0.21 0.550
C 2.27164 -3.95769 0.89818 0.16 0.11 0.05 -0.055
C 2.31873 0.31082 1.58233 0.07 0.02 0.03 -0.081
H -1.01251 -3.31998 -3.45354 0.16 0.03 -0.18 0.015
H 1.03390 -5.65091 1.32824 -0.01 -0.10 0.06 0.111
H -5.81142 -2.73971 2.58099 -0.05 -0.01 0.02 0.111
C 0.05442 -1.61339 4.06653 0.04 -0.06 0.03 -0.058
H 2.61636 3.35597 3.00037 0.04 0.08 0.03 0.112
C 3.53788 1.87329 -4.73950 0.02 -0.10 -0.01 -0.068
C 3.97657 -0.20809 -1.65647 -0.15 -0.14 0.09 -0.099
H 5.17404 2.62627 -3.58965 0.15 0.00 0.01 0.113
C -4.35054 1.47091 0.54103 0.03 -0.14 0.05 -0.089
H -1.26921 5.28390 0.74255 -0.04 0.00 -0.18 0.027
C 1.75153 2.04977 -0.00267 -0.10 -0.17 0.26 -0.302
C 1.88424 0.68779 0.31686 -0.22 0.04 -0.11 -0.307
C -4.17484 -1.55446 1.88412 -0.05 0.01 -0.01 -0.075
```
Forces are in eV/Å.